(one)
The following is a DFT calculation (ωB97M-V with the def2-TZVPD basis set) of 3 unconnected molecules or ions with the total composition C5H17NO2.

```
25
Properties=species:S:1:pos:R:3:lowdin_charge:R:1
O -3.001 -0.337 0.915 -0.044
O -1.852 -1.566 -2.043 -0.056
N -0.536 2.150 -0.274 0.018
C 0.965 -1.068 -0.198 -0.266
C 1.068 1.104 1.219 -0.216
C 2.457 -1.392 -0.263 -0.087
C 0.903 1.949 -0.017 -0.302
C 0.614 -0.345 1.138 -0.210
H -1.191 -1.458 -1.338 -0.008
H -0.953 1.224 -0.330 0.036
H 0.425 -2.002 -0.218 0.095
H -2.225 -0.400 1.470 0.002
H 2.747 -1.909 0.643 0.074
H 3.067 -0.526 -0.504 0.076
H 2.593 -2.185 -0.988 0.067
H 1.157 -0.936 1.885 0.106
H -3.087 -1.006 0.236 0.023
H -0.409 -0.524 1.452 0.071
H -1.357 -1.363 -2.844 0.043
H 1.287 2.942 0.205 0.105
H 1.522 1.593 -0.841 0.099
H -0.689 2.496 -1.221 0.070
H 0.511 1.559 2.050 0.116
H 0.495 -0.446 -0.956 0.078
H 2.072 1.184 1.633 0.109
```

Values from the calculation:
SMILES string	CCCCCN.O.O
total charge	0
multiplicity	1
orbital gap	10.23	eV
HOMO level	-9.593	eV

***

(two)
The following is a DFT calculation (ωB97M-V with the def2-TZVPD basis set) of 4 unconnected molecules or ions with the total composition C5H17NO2.

```
25
Properties=species:S:1:pos:R:3:lowdin_charge:R:1
O 2.058 1.311 1.976 -0.179
O -0.017 2.239 0.722 -0.316
N -0.533 -0.810 -0.880 -0.232
C 0.755 -0.337 -0.347 -0.292
C -1.670 -0.300 -0.038 -0.235
C -0.767 -0.516 -2.287 -0.098
C 2.084 -0.612 -1.005 -0.075
C -1.694 -1.135 1.295 -0.084
H 2.201 -0.123 -1.928 0.047
H 2.952 -0.242 -0.424 0.091
H -2.617 -0.420 -0.477 0.091
H -0.686 -1.274 1.785 0.079
H 1.867 1.256 2.994 0.076
H 0.042 -1.012 -2.802 0.065
H 0.725 -0.669 0.703 0.066
H -1.824 -0.964 -2.396 0.101
H -0.835 0.717 -2.436 0.142
H 2.172 -1.678 -1.205 0.077
H -1.514 0.755 0.009 0.069
H 0.103 3.080 0.288 -0.020
H -2.083 -2.067 1.114 0.043
H 0.737 0.781 -0.093 0.092
H 1.370 2.031 1.657 0.010
H -2.388 -0.609 1.992 0.087
H -0.439 0.599 1.781 0.397
```

Values from the calculation:
total charge	0
multiplicity	1
orbital gap	5.29	eV
HOMO level	-8.159	eV

***

(three)
The following is a DFT calculation (ωB97M-V with the def2-TZVPD basis set) of 3 unconnected molecules or ions with the total composition C5H17NO2.

```
25
Properties=species:S:1:pos:R:3:lowdin_charge:R:1
O 2.008 1.954 2.322 -0.097
O 1.927 -1.806 -1.778 0.037
N -0.562 -0.361 -0.770 -0.074
C -0.604 0.125 1.824 -0.077
C 0.023 -0.455 0.556 -0.474
C -0.415 1.053 -1.277 -0.235
C 0.102 -2.054 0.841 -0.066
C -1.675 1.428 -2.191 -0.091
H 2.167 -1.274 -1.035 0.019
H 0.436 1.256 -2.016 0.121
H 0.908 -2.397 1.445 0.061
H -0.946 -2.360 1.236 0.109
H -0.413 1.788 -0.396 0.109
H 0.199 -2.560 -0.075 0.025
H 1.095 -1.953 -1.736 -0.106
H -1.625 0.160 1.919 0.045
H -1.199 1.318 -3.190 0.067
H 2.689 1.245 2.521 0.074
H 1.152 -0.351 0.429 0.130
H -0.009 -0.388 2.620 0.102
H -0.454 1.258 1.959 0.082
H -1.603 -0.495 -0.542 0.139
H 1.353 1.719 1.636 -0.006
H -2.449 0.707 -2.117 0.037
H -2.105 2.442 -2.183 0.068
```

Values from the calculation:
SMILES string	CCNC(C)C.O.O
total charge	0
multiplicity	1
orbital gap	10.32	eV
HOMO level	-9.667	eV

***

(four)
The following is a DFT calculation (ωB97M-V with the def2-TZVPD basis set) of 3 unconnected molecules or ions with the total composition C5H17NO2.

```
25
Properties=species:S:1:pos:R:3:lowdin_charge:R:1
O -2.078 2.816 -1.770 -0.048
O 1.095 -0.347 -3.943 -0.058
N 0.885 -0.941 1.125 -0.253
C 0.528 0.366 0.632 -0.260
C 0.101 -2.002 0.505 -0.110
C -1.525 1.148 2.041 -0.091
C -0.900 0.878 0.665 -0.251
C 2.287 -1.173 0.800 -0.118
H -0.085 -1.872 -0.571 0.087
H -1.759 2.324 -2.518 0.026
H 0.575 -2.952 0.738 0.081
H -1.066 1.745 0.050 0.064
H 1.053 1.087 1.258 0.117
H 1.512 -1.202 -3.894 0.023
H -0.890 -2.019 0.964 0.078
H 2.648 -2.065 1.312 0.081
H -0.776 1.267 2.826 0.073
H -2.085 0.276 2.397 0.066
H 2.423 -1.296 -0.282 0.085
H 0.184 -0.428 -4.238 0.031
H -2.142 2.138 -1.083 0.002
H -1.524 0.100 0.190 0.101
H -2.277 1.931 2.000 0.067
H 0.881 0.600 -0.385 0.122
H 2.932 -0.380 1.179 0.084
```

Values from the calculation:
SMILES string	CCCN(C)C.O.O
total charge	0
multiplicity	1
orbital gap	9.25	eV
HOMO level	-8.769	eV

***

So which one wins? Going from most stable to least: (one), (four), (three), (two).